Record 1
The following is a DFT calculation (ωB97M-V with the def2-TZVPD basis set) of C34H23N4O4RuS as an isolated structure at a distorted geometry.

The geometry in XYZ format:
```
67
Properties=species:S:1:pos:R:3
Ru 0.47556 -0.30583 -1.05023
S 3.56912 0.91869 -1.38344
O -0.01959 0.31949 -2.93852
O -0.21733 2.18318 -4.17640
O 1.17187 -0.14513 0.98283
O 1.28764 1.34161 2.61295
N 0.47009 1.61333 -0.79548
N 4.17570 -1.82343 -2.29156
N 0.61360 -2.20122 -1.82000
N 2.48486 -0.34210 -1.59819
C 2.85468 -1.48696 -2.09754
C 7.48612 -1.26208 -0.76840
C -3.51665 0.65820 3.90319
C -6.77076 1.98092 -0.06069
C -0.29434 -4.10941 -2.92656
C 0.93279 -4.36602 -3.52849
C -0.40711 -3.01326 -2.09532
C -1.30623 -0.43829 -0.21014
C -5.59462 1.96742 -0.80097
C -5.67735 0.71372 1.66872
C 1.99230 -3.53065 -3.26086
C -0.03241 1.60030 -3.12517
C 0.24729 2.39836 -1.84365
C 0.87149 3.47887 0.60686
C -4.46071 0.73851 0.96052
C -2.01994 -1.56367 4.60039
C 6.44621 -1.87277 -1.44789
C 1.81740 -2.44445 -2.39885
C -4.46077 1.35238 -0.30592
C 5.07707 0.06058 -1.07547
C 7.32102 0.00420 -0.22669
C 5.23244 -1.21446 -1.61173
C -2.54619 -0.74984 5.59527
C 0.31561 3.76996 -1.72277
C -3.28173 0.37201 5.23711
C -3.25135 0.11381 1.46830
C -3.02692 -0.17641 2.88563
C 6.11052 0.66180 -0.37503
C -2.21306 -0.18243 0.58362
C 1.07745 1.03332 1.34701
C 0.63794 4.30631 -0.46887
C -2.24599 -1.27799 3.26502
C 0.78647 2.09653 0.42130
C -6.80764 1.33270 1.16712
H 1.04596 -5.19494 -4.21383
H -1.83556 -1.91442 2.49127
H 0.71385 5.37934 -0.35526
H -4.05447 1.55793 3.63777
H -5.56336 2.43585 -1.77701
H 8.42802 -1.78142 -0.65388
H 8.13215 0.47170 0.31480
H -5.74010 0.17156 2.60146
H 1.38622 0.51052 3.10029
H 1.14133 3.86141 1.58201
H -2.37418 -0.98047 6.63901
H 6.56632 -2.87093 -1.85459
H -3.54565 1.33996 -0.88385
H -3.66964 1.03300 6.00252
H -1.42853 -2.43072 4.86923
H 2.94159 -3.67880 -3.75978
H 0.12899 4.39534 -2.58371
H -7.65356 2.47567 -0.44513
H 4.35189 -2.75103 -2.63466
H -1.34858 -2.75335 -1.62951
H -1.15226 -4.73758 -3.11579
H -7.73169 1.29978 1.73139
H 5.95667 1.65179 0.03627
```

Calculated values
* HOMO-LUMO gap (alpha / beta): 0.18339 / 0.22920 Eh
* <S²>: 0.785
* strongest force on any atom: 2.01 eV Å⁻¹
* energy above the lowest of the compared OMol25 structures with the same formula, charge and spin: 40.8 kJ/mol
* HOMO level (alpha / beta): -5.7 / -7.0 eV
* lowest unoccupied orbital energy (alpha / beta): -0.0257 / -0.0264 hartree
* charge: 0
* multiplicity: 2

Partial atomic charges computed with the natural (NBO) method, in multiples of e: 0.60 0.50 -0.66 -0.63 -0.55 -0.64 -0.28 -0.60 -0.34 -0.60 0.42 -0.20 -0.22 -0.22 -0.22 -0.17 0.07 -0.14 -0.22 -0.22 -0.21 0.75 0.09 -0.16 0.02 -0.22 -0.25 0.13 -0.21 -0.26 -0.22 0.23 -0.23 -0.15 -0.22 -0.12 0.03 -0.19 -0.23 0.79 -0.20 -0.21 0.02 -0.22 0.23 0.22 0.23 0.22 0.21 0.22 0.22 0.21 0.51 0.24 0.21 0.21 0.23 0.21 0.21 0.21 0.25 0.21 0.40 0.24 0.23 0.21 0.22

Record 2
The following is a DFT calculation (ωB97M-V with the def2-TZVPD basis set) of C34H24AsBrIN4O2S2V as an isolated structure at a distorted geometry.

The geometry in XYZ format:
```
70
Properties=species:S:1:pos:R:3
I 1.30714 -1.31642 1.73606
Br 4.03268 3.26808 -3.32106
As -1.57220 0.31363 1.88591
V -0.34864 -0.21503 -0.10256
S 4.23834 -1.74002 -2.14307
S -2.25841 0.30890 -1.19318
O -1.28487 2.76312 0.28840
O 0.30091 1.30349 -0.04572
N 1.92739 -0.75501 -1.66836
N 0.73025 5.48525 -2.23137
N 0.10859 -3.93522 -1.92034
N -0.54091 -2.04593 -0.94368
C -5.64094 1.36346 1.63968
C -1.00432 1.74201 3.08332
C -3.31975 -5.08966 -1.15854
C 1.76382 -2.11110 -1.74353
C 2.91854 -2.80872 -2.00405
C 2.40262 3.82487 -2.52408
C 0.07030 1.51696 3.94532
C -1.60479 -2.92718 -0.93610
C -2.44728 -0.78465 4.43675
C 0.53549 3.40082 -1.10609
C -2.01745 -2.44109 2.74954
C 0.54367 2.55127 4.73656
C -3.73694 -3.89992 -0.55423
C 3.15927 -0.42868 -1.87040
C -1.19903 -4.13314 -1.54897
C -2.01713 -1.11031 3.15082
C -2.87274 -3.10389 4.89195
C -3.34354 0.77038 1.28014
C -1.63679 2.98360 3.07178
C -0.21986 2.47725 -0.22651
C -0.05784 3.79882 4.68604
C -2.04539 -5.22482 -1.66984
C -4.39255 1.04541 2.14830
C -2.43836 -3.43137 3.61792
C -2.87981 -1.77871 5.29828
C -2.89946 -2.81040 -0.42904
C -1.16454 4.00688 3.87722
C 1.85754 5.08020 -2.78210
C 0.45685 -2.68100 -1.54159
C 1.73670 2.97318 -1.66275
C 0.07429 4.68279 -1.41803
C -4.80772 1.09984 -0.60496
C -5.84081 1.39358 0.26658
C -3.55125 0.77762 -0.10002
H 0.53344 0.53275 3.99983
H -6.81722 1.63518 -0.12710
H -3.19098 -3.87991 5.57065
H -1.65703 -2.70405 1.75813
H -0.84283 5.06661 -0.99126
H 1.38354 2.38657 5.39556
H -6.45488 1.58178 2.31256
H -4.74532 -3.83700 -0.17267
H -4.21976 0.99621 3.22075
H -2.48680 3.14960 2.41762
H 3.06674 -3.86846 -2.07262
H 3.54633 0.57226 -1.87589
H -4.00799 -5.91978 -1.21628
H 0.33564 4.61380 5.27412
H -1.72146 -6.14035 -2.13653
H -2.41921 -4.46060 3.29688
H 0.68511 -4.59381 -2.41744
H -1.65042 4.97250 3.86339
H 2.12369 1.99345 -1.41871
H -3.21779 -1.52060 6.29084
H -3.24626 -1.90161 0.05163
H -2.41934 0.25115 4.76908
H 2.34959 5.78034 -3.44248
H -4.96837 1.11384 -1.67301
```

Calculated values
* HOMO-LUMO gap (alpha / beta): 0.24053 / 0.26918 Eh
* <S²>: 0.809
* strongest force on any atom: 3.95 eV Å⁻¹
* energy above the lowest of the compared OMol25 structures with the same formula, charge and spin: 119.2 kJ/mol
* HOMO level (alpha / beta): -11.0 / -11.1 eV
* lowest unoccupied orbital energy (alpha / beta): -0.1622 / -0.1374 hartree
* charge: +1
* multiplicity: 2

Partial atomic charges computed with the natural (NBO) method, in multiples of e: -0.25 0.08 1.17 0.93 0.53 -0.02 -0.55 -0.68 -0.45 -0.39 -0.48 -0.58 -0.20 -0.37 -0.19 0.05 -0.39 -0.15 -0.14 0.16 -0.16 -0.16 -0.21 -0.23 -0.19 -0.10 0.10 -0.36 -0.19 -0.42 -0.19 0.77 -0.18 -0.22 -0.19 -0.19 -0.22 -0.22 -0.21 0.05 0.43 -0.10 0.08 -0.24 -0.17 -0.07 0.23 0.23 0.23 0.22 0.22 0.23 0.23 0.23 0.23 0.24 0.25 0.24 0.23 0.23 0.23 0.22 0.44 0.23 0.21 0.23 0.24 0.22 0.22 0.23

Record 3
The following is a DFT calculation (ωB97M-V with the def2-TZVPD basis set) of C34H24Cl2IrN2O6S5 as an isolated structure at a distorted geometry.

The geometry in XYZ format:
```
74
Properties=species:S:1:pos:R:3
Ir 1.20650 -1.27110 0.42239
Cl 6.41580 -0.28387 -4.55599
Cl 2.44194 2.52219 -2.27945
S 0.82167 3.72238 5.74103
S 3.42469 2.42633 5.22146
S 1.13694 1.67782 3.59300
S 2.78201 -0.40140 2.12188
S 5.36895 0.67771 3.94597
O -0.77420 -0.32347 2.90211
O 0.39470 -2.04535 -1.20812
O -0.70188 0.59133 -1.55837
O 2.06038 0.18554 -0.67910
O 2.77172 -2.58449 0.04712
O 0.36349 -2.67326 1.59143
N -0.41641 -0.10278 0.62798
N -2.14684 0.94228 1.57024
C 2.63323 0.82974 3.24293
C -1.96903 -4.70123 -0.31233
C -3.65835 1.46047 -1.83164
C 5.12620 -0.21224 -3.40027
C -2.63794 5.17282 0.33031
C 3.35396 1.06600 -2.39595
C -2.52896 -4.91240 -1.54093
C -1.33545 5.62472 0.18175
C 3.79068 -1.20018 -1.64661
C -0.57778 3.35055 -0.02608
C 5.79618 0.76009 2.18754
C -0.97064 -3.72112 -0.09633
C 4.84164 -1.27390 -2.59563
C -0.43937 -3.56307 1.24353
C 3.00281 -0.01162 -1.52073
C -3.46466 1.01926 -0.52478
C -0.86826 -4.48221 2.35056
C -2.10057 -4.13162 -2.62899
C -0.30784 4.71057 0.00384
C -1.88247 2.89191 0.12368
C -4.41863 0.20040 0.06356
C -1.01424 0.57759 -0.39390
C -1.08315 0.12592 1.81407
C -0.53145 -2.94248 -1.21349
C 1.72583 2.66436 4.89190
C -2.90943 3.81371 0.29653
C -4.79388 1.09279 -2.53126
C -5.56037 -0.16396 -0.63870
C -1.13623 -3.17885 -2.47807
C -2.18624 1.40114 0.19920
C 3.61390 -2.36390 -0.84699
C -5.75175 0.28202 -1.93562
C 4.37534 0.96922 -3.30035
C 3.73022 1.24279 4.01820
H -6.64103 -0.00070 -2.48313
H 6.84134 0.46029 2.15669
H -4.26660 -0.16018 1.07215
H -1.94376 -4.40724 2.50771
H -3.29281 -5.66491 -1.67442
H -2.62442 1.39534 2.33075
H -6.29922 -0.79821 -0.16699
H 4.32938 -3.17296 -1.03249
H 5.42231 -2.18354 -2.66839
H -2.90792 2.08446 -2.29786
H 4.60081 1.80511 -3.94647
H 0.23368 2.65090 -0.18266
H -2.54900 -4.27972 -3.60317
H -1.12307 6.68545 0.19944
H 0.71015 5.05530 -0.12134
H -2.29846 -5.29585 0.52670
H -3.44621 5.87926 0.46449
H 5.70336 1.78052 1.82540
H -0.35184 -4.19462 3.26190
H -0.63746 -5.51688 2.09967
H -3.93070 3.46546 0.39359
H -0.80791 -2.56222 -3.30209
H -4.93324 1.43983 -3.54640
H 5.19986 0.07801 1.59442
```

Calculated values
* HOMO-LUMO gap (alpha / beta): 0.27301 / 0.18696 Eh
* <S²>: 0.781
* strongest force on any atom: 1.03 eV Å⁻¹
* energy above the lowest of the compared OMol25 structures with the same formula, charge and spin: 90.9 kJ/mol
* HOMO level (alpha / beta): -8.0 / -8.0 eV
* lowest unoccupied orbital energy (alpha / beta): -0.0212 / -0.1071 hartree
* charge: 0
* multiplicity: 2

Partial atomic charges computed with the Mulliken method, in multiples of e: 3.03 -0.23 -0.16 -0.18 -0.11 0.38 -0.40 -0.03 -0.68 -0.80 -0.66 -0.77 -0.64 -0.77 0.00 0.10 0.31 -1.22 -0.07 0.18 -0.91 0.17 -0.96 -0.51 1.30 0.19 -0.56 0.47 -1.16 1.60 -0.15 -0.92 -2.08 -0.42 -0.94 -0.43 -0.40 -0.75 -0.63 0.87 -0.03 -0.22 -0.96 -0.95 -0.86 4.01 -0.35 -0.42 -0.59 0.00 0.42 0.37 0.43 0.45 0.40 0.31 0.43 0.35 0.39 0.50 0.47 0.19 0.42 0.40 0.45 0.39 0.41 0.29 0.32 0.48 0.45 0.50 0.41 0.04